{
  "formula": "C22H62O17S9",
  "method": "ωB97M-V with the def2-TZVPD basis set",
  "elements": ["O", "S", "O", "O", "C", "C", "C", "H", "H", "H", "H", "H", "H", "H", "H", "O", "S", "O", "O", "C", "C", "C", "H", "H", "H", "H", "H", "H", "H", "H", "O", "S", "O", "O", "C", "C", "C", "H", "H", "H", "H", "H", "H", "H", "H", "O", "S", "O", "O", "C", "C", "C", "H", "H", "H", "H", "H", "H", "H", "H", "C", "S", "O", "C", "H", "H", "H", "H", "H", "H", "C", "S", "O", "C", "H", "H", "H", "H", "H", "H", "C", "S", "O", "C", "H", "H", "H", "H", "H", "H", "C", "S", "O", "C", "H", "H", "H", "H", "H", "H", "C", "S", "O", "C", "H", "H", "H", "H", "H", "H"],
  "positions_angstrom": [[-3.14154, -1.16316, -1.29695], [-3.51297, -0.33425, -2.39086], [-3.27998, 1.08814, -2.29712], [-2.72833, -0.89924, -3.68642], [-1.33640, -1.04083, -3.54835], [-0.65364, -0.46555, -4.82372], [-5.08723, -0.70830, -2.97794], [-1.08237, -2.08385, -3.45148], [-0.96802, -0.61562, -2.65942], [0.34690, -0.94001, -4.98022], [-0.57232, 0.62380, -4.70470], [-1.24707, -0.75810, -5.74775], [-5.75000, -0.73065, -2.12224], [-5.07344, -1.71057, -3.33830], [-5.44651, 0.04415, -3.67860], [1.75228, -0.87040, 5.71313], [1.02406, -0.11347, 4.75392], [0.07612, -0.74268, 3.83702], [0.11930, 0.95035, 5.56177], [-1.30255, 0.78390, 5.45621], [-1.85587, 1.82486, 6.36269], [2.25442, 0.80973, 3.85421], [-1.48661, -0.21779, 5.77964], [-1.62221, 0.90207, 4.43896], [-1.54642, 1.66849, 7.39831], [-2.91980, 1.93850, 6.33098], [-1.48452, 2.77090, 6.00374], [3.08922, 1.04038, 4.49239], [1.85962, 1.61677, 3.22828], [2.59533, 0.09678, 3.13975], [4.37489, -5.19265, 1.96137], [3.21101, -5.00230, 1.08284], [3.18917, -5.69264, -0.17956], [1.94412, -5.24692, 1.93371], [1.92232, -5.20375, 3.38631], [1.16199, -3.98490, 3.94399], [3.16181, -3.26809, 0.76354], [2.87952, -5.31760, 3.75090], [1.53743, -6.14900, 3.61111], [0.10900, -3.84819, 3.55172], [1.75115, -3.09661, 3.93580], [0.92709, -4.22514, 4.99774], [2.72168, -3.09080, -0.16174], [4.25226, -3.05126, 0.65293], [2.69443, -2.81163, 1.62487], [-2.55856, 4.35188, -6.49459], [-2.19253, 2.98368, -6.23440], [-1.97509, 2.07690, -7.32043], [-0.86263, 3.04743, -5.36775], [-0.57496, 4.30339, -4.71114], [0.57182, 4.07015, -3.66931], [-3.38271, 2.10221, -5.31250], [-1.44895, 4.65402, -4.16093], [-0.36297, 5.06325, -5.53212], [1.52862, 3.89570, -4.11372], [0.20009, 3.23943, -3.06387], [0.73918, 4.98842, -3.14562], [-2.95107, 1.07850, -5.16219], [-4.26979, 2.00475, -5.97793], [-3.69321, 2.52742, -4.35218], [-1.06800, -1.78764, 1.01194], [0.45816, -1.04766, 0.54979], [0.45692, -1.18729, -0.88829], [-0.13300, 0.65271, 0.94400], [-1.07215, -1.76657, 2.07190], [-0.97541, -2.80602, 0.72371], [-1.98690, -1.28857, 0.58499], [-0.97883, 0.84725, 0.32617], [0.71760, 1.36622, 0.76927], [-0.52534, 0.67423, 1.96374], [2.25759, -2.77848, -3.59669], [4.04906, -3.37697, -3.52508], [4.60638, -2.78742, -2.27520], [3.68844, -5.13969, -3.28846], [1.81877, -2.94814, -2.58202], [1.73599, -3.27893, -4.37127], [2.28080, -1.70542, -3.71453], [3.33115, -5.59259, -4.19647], [2.88112, -5.19477, -2.51721], [4.57964, -5.69374, -2.95739], [4.24905, -0.26866, -0.97274], [3.51188, 1.35850, -0.55395], [3.10433, 1.20552, 0.85941], [5.06299, 2.37989, -0.59233], [5.11749, -0.39778, -0.32979], [4.67268, -0.16713, -1.96071], [3.46151, -0.98380, -0.78549], [5.85933, 1.86711, -0.05685], [4.78499, 3.37923, -0.34876], [5.27103, 2.37142, -1.67034], [-3.74034, -0.76353, 3.21175], [-4.43297, -0.35887, 1.58208], [-5.93084, -0.22006, 1.74542], [-3.88339, 1.34857, 1.56371], [-4.31338, -0.12239, 3.92726], [-2.65159, -0.61195, 3.26944], [-3.94645, -1.82771, 3.28078], [-4.23766, 1.78834, 2.51629], [-4.39448, 1.86522, 0.79602], [-2.77218, 1.40599, 1.47965], [-1.43959, 4.51386, 1.19954], [-1.45625, 4.56348, 2.96988], [-1.84234, 3.17066, 3.46043], [0.37802, 4.51285, 3.20296], [-1.06879, 5.41335, 0.73093], [-2.46454, 4.45365, 0.87251], [-0.83083, 3.66481, 0.85772], [0.74371, 3.61067, 2.66342], [0.44464, 4.32627, 4.27720], [0.99737, 5.39194, 2.88787]],
  "forces_ev_per_a": [[-0.3, -0.2, 0.5], [1.8, 0.5, -1.2], [-0.4, -0.6, 0.1], [-1.6, 0.6, 0.4], [1.7, -0.5, -2.0], [-0.4, -0.8, -0.1], [-1.1, 0.5, 0.5], [-0.2, -0.6, 0.0], [0.4, 0.9, 1.1], [-0.7, 0.6, 0.4], [0.1, -0.4, -0.5], [0.5, 0.6, 1.1], [-0.1, 0.3, 0.4], [0.1, -0.6, -0.6], [0.2, -0.2, -0.1], [0.1, -0.5, 0.1], [-1.6, 0.7, -0.3], [1.4, 0.1, 0.5], [1.8, -0.1, -0.8], [-0.1, -0.1, 0.4], [0.2, 0.5, 0.4], [-1.0, 0.1, -0.3], [-0.6, -0.7, 0.2], [-0.1, 0.2, -0.4], [0.0, 0.0, -0.1], [-0.7, -0.4, -0.1], [0.3, 0.5, 0.1], [0.0, 0.4, 0.4], [0.0, 0.0, 0.6], [0.4, -0.8, -0.6], [-1.6, -0.1, -1.0], [3.5, 0.5, 0.7], [-0.8, -0.1, 0.9], [-1.1, -0.3, -0.6], [-1.5, 1.2, -0.7], [-1.4, -1.8, 0.4], [2.0, -0.8, 1.1], [2.4, 0.6, 0.6], [-1.5, -1.2, 0.6], [1.4, 0.0, -0.2], [0.2, 0.7, -0.2], [0.5, 0.2, -0.2], [-1.2, 0.4, -1.4], [-0.9, 0.2, 0.2], [0.0, 0.4, -0.1], [-0.3, -0.6, 0.2], [-0.1, 0.4, -1.3], [0.6, 0.3, 0.0], [-0.2, -0.4, 0.3], [1.1, 1.2, -0.2], [-1.6, -0.1, -1.5], [-0.7, -1.0, 0.7], [-0.1, -0.1, -0.1], [0.0, -0.9, 1.2], [0.4, -0.7, -0.5], [0.6, 0.2, 0.3], [-0.4, 0.5, 0.8], [-0.4, 1.0, 0.0], [0.7, 0.2, 0.3], [0.3, 0.1, -0.3], [-1.1, 0.6, 0.1], [-0.8, 1.4, 2.5], [0.8, 0.0, -3.2], [1.3, 0.1, 0.3], [-0.3, 0.0, 1.2], [-0.2, -1.0, -0.5], [1.3, -0.6, 0.2], [-0.5, 0.1, -1.0], [-0.9, -0.7, 0.3], [0.5, 0.0, 0.1], [1.4, -0.3, 2.1], [-0.9, 0.4, -0.7], [-0.1, -0.4, 0.2], [-0.7, 0.2, 1.5], [0.2, -0.1, -0.8], [-0.5, -0.4, -0.7], [0.2, 0.2, -0.3], [-0.1, 0.1, -0.6], [0.8, -0.2, -0.5], [-0.2, 0.5, 0.0], [0.5, 1.9, 0.4], [1.1, -0.2, -0.5], [-0.5, 0.2, 1.1], [-1.0, -1.7, -1.5], [-0.2, -0.2, 0.4], [-0.5, -0.5, -0.6], [0.1, -0.2, -0.5], [-0.1, 0.4, 0.3], [0.1, 0.6, 0.7], [0.3, 0.1, 0.1], [-0.5, 0.5, -0.1], [-0.8, 0.6, 0.0], [0.9, -0.4, 0.0], [1.0, -0.2, 1.5], [0.6, -0.8, -0.3], [-0.4, 0.1, -0.1], [-0.1, 0.0, 0.6], [0.4, -0.2, -0.3], [-0.3, 0.3, -1.1], [-0.9, 0.1, 0.1], [0.1, -0.4, -0.7], [1.0, -1.2, 0.9], [0.2, 1.4, -0.7], [0.1, -0.1, -0.3], [0.4, 0.5, 0.3], [-0.4, -0.4, -0.1], [-0.4, 0.1, 0.1], [-0.4, 0.5, 0.3], [0.3, 0.1, -0.1], [-0.9, -0.5, 0.3]],
  "mol_weight_g_mol": 887.32,
  "homo_lumo_gap_ev": 8.716,
  "relative_energy_kcal_mol": 0.00,
  "energy_ev": -156137.017
}